This record from the OMol25 dataset describes C10H35CrN13O7 as an isolated structure. The level of theory is ωB97M-V/def2-TZVPD.

Output
2S+1: 4
Highest occupied orbital energy (spin up / spin down): -17.48 / -17.47 eV
Kohn-Sham gap (spin up / spin down): 0.287 / 0.339 Eh
Net charge: +3
Energy relative to the best compared isomer or geometry (same formula, charge and spin): 0.00 kcal per mole
F_max: 0.03329 hartree/bohr
E: -2684.4593 Eh
LUMO energy (spin up / spin down): -9.7 / -8.3 eV

```
66
C10H35CrN13O7 ωB97M-V/def2-TZVPD
Cr -0.3395 28.3869 5.8415
C 3.9665 27.3631 6.3657
C 2.5502 27.1046 5.8957
C 1.9452 25.9000 6.5652
O 0.7302 25.6462 5.8727
C 0.2859 24.3216 5.9536
N 1.7159 28.3628 6.1300
H 4.5590 26.4563 6.2256
H 4.0793 27.6416 7.4182
H 4.5189 28.1331 5.8192
H 2.5528 26.8764 4.8307
H 1.7301 26.0377 7.6321
H 2.5857 25.0209 6.4573
H -0.5504 24.1509 5.2761
H -0.0950 24.0761 6.9554
H 1.0369 23.5730 5.6813
H 2.2981 29.0517 5.6520
H 1.9317 28.5476 7.1124
C 0.0560 27.4420 2.8147
O 0.1243 27.8858 3.9815
N 1.1196 27.5132 1.9975
N -1.0987 26.9763 2.3007
H 1.9449 27.9497 2.3649
H 1.0851 27.0917 1.0852
H -1.9725 26.9818 2.7919
H -1.0509 26.6348 1.3542
C -0.4813 31.3773 4.4961
O -0.2159 30.2467 4.9383
N 0.2186 32.4823 4.8113
N -1.5492 31.5701 3.6817
H 1.0761 32.3994 5.3235
H -0.0588 33.4120 4.5457
H -2.1201 30.7743 3.4734
H -1.7582 32.5183 3.4232
C -3.5035 29.6066 6.5826
O -2.3776 29.2096 6.2899
N -3.9152 29.8386 7.8583
N -4.5087 29.6725 5.6616
H -4.7867 30.2947 8.0756
H -3.2165 29.9128 8.5749
H -5.3788 30.1527 5.8169
H -4.2303 29.4747 4.7165
C -0.8157 26.7456 8.6647
O -0.5852 27.3150 7.5868
N -1.8263 25.8595 8.8257
N -0.1033 27.0567 9.7670
H -2.3457 25.5657 8.0146
H -1.7079 25.1849 9.5672
H -0.1579 26.5015 10.6053
H 0.6369 27.7271 9.6607
C -2.8789 26.1093 5.2035
O -1.8746 26.8271 5.2518
N -3.9309 26.2655 6.0401
N -2.9915 25.0970 4.3085
H -3.8396 27.0386 6.6736
H -4.8249 25.8594 5.8221
H -2.2553 24.8866 3.6597
H -3.7417 24.4321 4.4061
C -0.0412 30.6945 8.5533
O -0.0109 29.8681 7.6334
N 0.5930 31.8941 8.4657
N -0.6885 30.4856 9.7251
H 1.0438 32.1028 7.5995
H 0.4708 32.5913 9.1799
H -1.2463 29.6712 9.8899
H -0.5493 31.1700 10.4502
```